Density functional theory data (wB97M-V/def2-TZVPD) for 12 unconnected molecules or ions with the total composition C46H94O12.

Cartesian coordinates (Å):
C -0.68022 -0.94842 0.18999
C 0.79518 -0.87902 0.64888
C 1.28753 0.57762 0.39983
O 0.28112 1.16486 -0.35372
C -0.96445 0.52258 0.02440
H -1.36459 -1.45492 0.87057
H -0.69632 -1.52884 -0.73248
H 1.43429 -1.55527 0.08115
H 0.82094 -1.02318 1.72900
H 2.30283 0.70857 0.02550
H 1.33641 1.09446 1.35827
H -1.71122 0.79773 -0.72041
H -1.34875 1.04011 0.90337
C 2.86622 0.81466 -3.39988
C 1.52392 1.50126 -3.28789
C 1.53047 2.73155 -4.16679
O 2.85074 3.28051 -3.95840
C 3.73328 2.13171 -3.63288
H 2.94793 0.10953 -4.22705
H 3.15612 0.41574 -2.42780
H 1.34069 1.97344 -2.32271
H 0.70135 0.81727 -3.49676
H 0.76440 3.42115 -3.81227
H 1.35640 2.37856 -5.18325
H 4.29481 2.27561 -2.70980
H 4.36602 1.91070 -4.49247
C -2.29157 4.62578 3.24630
C -2.82583 5.86707 2.60222
C -3.76551 5.33305 1.47926
O -4.38103 4.32229 2.26028
C -3.43990 3.62786 3.08128
H -2.23015 4.74376 4.32815
H -1.34543 4.24418 2.86250
H -2.04297 6.49310 2.17408
H -3.39741 6.35387 3.39242
H -3.18828 4.94940 0.63800
H -4.42587 6.05470 0.99838
H -3.18561 2.68537 2.59636
H -4.01477 3.35383 3.96589
C -2.29962 3.27629 -2.88856
C -3.32299 2.30611 -3.48472
C -4.14193 3.35175 -4.29703
O -3.23831 4.26477 -4.80894
C -2.04607 4.23072 -4.03802
H -1.42325 2.72230 -2.55216
H -2.76278 3.81880 -2.06439
H -4.08337 1.82370 -2.87055
H -2.80832 1.56220 -4.09285
H -4.83310 3.94484 -3.69817
H -4.72612 2.97207 -5.13529
H -1.64520 5.23996 -3.94394
H -1.33218 3.59743 -4.56471
C 1.44672 5.51296 0.98175
C 2.18283 4.47078 0.02472
C 2.29301 5.28785 -1.25173
O 2.48235 6.62971 -0.75897
C 1.74052 6.83887 0.42874
H 1.60225 5.40021 2.05469
H 0.38532 5.37347 0.77666
H 1.59545 3.57342 -0.16976
H 3.14164 4.18843 0.45954
H 1.33986 5.24024 -1.77835
H 3.13239 4.92308 -1.84375
H 0.79393 7.28904 0.12972
H 2.28604 7.58543 1.00594
C 4.50453 -4.95266 1.73511
C 3.35624 -4.04122 1.46209
C 3.27551 -3.92492 -0.06407
O 3.57250 -5.25202 -0.45605
C 4.21528 -5.96635 0.64530
H 4.56760 -5.26935 2.77618
H 5.47490 -4.49881 1.53390
H 3.49420 -3.12095 2.02970
H 2.45203 -4.41450 1.94288
H 4.05794 -3.25222 -0.41532
H 2.31794 -3.62680 -0.49102
H 5.03435 -6.55975 0.23895
H 3.57306 -6.71862 1.10327
C -0.84749 -3.41791 4.73420
C -0.66689 -2.59742 6.04227
C -2.17432 -2.01059 6.16094
O -2.64468 -1.81864 4.82260
C -2.14486 -2.86897 4.05007
H -1.00111 -4.46902 4.97849
H -0.01650 -3.37927 4.02987
H 0.05006 -1.79567 5.86540
H -0.34971 -3.18347 6.90485
H -2.11435 -1.04632 6.66561
H -2.74144 -2.67321 6.81471
H -1.84130 -2.62651 3.03165
H -2.93327 -3.61879 3.98464
C -1.81533 -5.57952 -0.53586
C -1.30581 -6.72897 0.26958
C -1.04180 -6.00746 1.66676
O -2.13785 -5.07579 1.73872
C -2.71987 -4.90526 0.46124
H -2.17955 -5.99386 -1.47595
H -1.02139 -4.95717 -0.94871
H -0.40102 -7.17637 -0.14186
H -2.09477 -7.45875 0.45145
H -0.06109 -5.53196 1.68096
H -1.17656 -6.79627 2.40684
H -2.80046 -3.84364 0.22762
H -3.70144 -5.36627 0.35130
C 0.51415 0.83250 4.55621
C 0.04881 1.35634 5.93540
C -1.42657 1.79119 5.69350
O -1.86158 0.98971 4.54792
C -0.72294 0.83472 3.72290
H 0.98554 -0.14873 4.61169
H 1.29479 1.43222 4.08818
H 0.57455 2.13778 6.48408
H 0.04294 0.54423 6.66241
H -1.55124 2.87053 5.60640
H -1.94447 1.59453 6.63223
H -0.87997 1.68113 3.05429
H -0.83721 -0.06369 3.11635
C 5.90533 -0.48703 -1.69284
C 5.06151 -0.13435 -0.48421
C 6.02720 -0.19327 0.69093
O 7.30684 -0.19398 0.12094
C 7.26724 0.08504 -1.32323
H 5.42013 -0.05759 -2.56934
H 5.89903 -1.57182 -1.79911
H 4.29730 -0.91005 -0.43550
H 4.54140 0.81450 -0.61558
H 5.85140 -1.08133 1.29800
H 6.02492 0.73482 1.26254
H 8.09955 -0.42066 -1.81274
H 7.38445 1.16700 -1.38425
C -0.75543 -1.40861 -4.09908
C -1.28385 -2.86297 -3.99722
C -1.85094 -3.16615 -5.40557
O -1.23167 -2.26225 -6.29996
C -0.33569 -1.38032 -5.55848
H 0.03234 -1.14665 -3.39276
H -1.59086 -0.71637 -3.99437
H -1.97826 -2.89688 -3.15773
H -0.45989 -3.55696 -3.83120
H -2.93192 -3.05376 -5.32213
H -1.69609 -4.15979 -5.82606
H -0.34186 -0.39733 -6.02944
H 0.68434 -1.72379 -5.73076
C -5.19115 -1.72505 -3.24261
C -4.67721 -1.43744 -1.85580
O -5.73864 -0.87192 -1.13093
H -4.53187 -2.01311 -4.06143
H -5.63539 -0.81243 -3.63997
H -5.87253 -2.57563 -3.22423
H -3.83464 -0.74783 -1.80473
H -4.19144 -2.34099 -1.48738
H -6.07284 -0.17877 -1.70492

Cartesian forces (eV/Å) of the 3 atoms listed first:
C 0.87 0.07 -0.16
C 0.55 0.22 0.43
C -0.38 -0.66 1.60

Computed properties:
- Charge: +1
- Energy above the lowest of the compared OMol25 structures with the same formula, charge and spin: 0.0000 eV
- E_HOMO (spin up / spin down): -10.80 / -10.80 eV
- 2S+1: 2
- LUMO (spin up / spin down): -2.881 / -8.855 eV
- Calculated total energy: -73777.92337 eV
- Max |F|: 2.70 eV/A
- HOMO-LUMO gap (spin up / spin down): 7.9 / 1.9 eV